Below is C29H57BN6OPb as an isolated structure in a non-equilibrium geometry, with properties calculated with the ωB97M-V functional and the def2-TZVPD basis.

Geometry (Å):
Pb (0.032732, -0.214944, 0.011967)
C (4.445652, -3.156304, -5.740223)
C (4.061392, -1.767044, -5.224923)
C (4.720452, -0.614604, -6.198743)
C (3.873902, -0.402694, -7.412533)
C (2.392932, -0.165044, -6.998273)
C (1.695552, -1.365694, -6.286323)
N (2.596592, -1.590444, -5.051263)
O (2.047732, -2.500174, -4.092553)
C (1.563922, -2.526134, -7.288073)
C (0.262602, -0.833154, -5.854763)
C (4.809572, -1.593184, -3.910383)
H (4.318772, -3.972364, -5.028853)
H (5.488072, -3.265514, -6.039433)
H (3.857172, -3.492294, -6.593983)
H (5.727932, -0.834894, -6.551673)
H (4.977432, 0.284526, -5.638723)
H (3.966962, -1.284334, -8.046683)
H (4.210132, 0.422586, -8.040213)
H (1.801522, 0.046326, -7.889153)
H (2.438092, 0.639016, -6.263743)
H (2.437762, -2.681394, -7.920843)
H (0.753002, -2.431544, -8.010263)
H (1.425982, -3.434604, -6.701763)
H (-0.265948, -1.504304, -5.177783)
H (-0.359348, -0.847134, -6.749803)
H (0.233992, 0.183856, -5.463643)
H (4.550462, -2.328584, -3.148713)
H (4.701142, -0.610714, -3.450913)
H (5.894642, -1.607674, -4.012983)
B (1.399132, 3.929476, -0.631553)
H (2.041322, 3.062396, -0.631163)
H (0.658282, 3.774606, -1.400583)
H (0.908882, 3.950916, 0.329407)
H (1.920572, 4.867936, -0.739423)
C (8.049472, -1.747234, 4.312027)
C (8.593132, -0.332324, 4.354207)
C (7.747212, 0.583566, 3.412737)
C (6.274662, 0.314176, 3.266667)
N (5.155862, 0.038506, 3.121787)
H (7.004102, -1.811584, 4.613947)
H (8.657962, -2.511304, 4.795787)
H (7.973792, -2.094894, 3.281727)
H (9.658322, -0.282714, 4.128347)
H (8.513372, 0.041526, 5.374967)
H (8.190692, 0.508596, 2.419877)
H (7.849922, 1.659326, 3.555217)
C (-5.313368, 6.070916, -5.555533)
C (-6.262808, 6.026286, -4.407783)
C (-5.559998, 5.899626, -2.980303)
C (-4.981888, 4.559756, -2.650453)
N (-4.500278, 3.548536, -2.406203)
H (-4.820168, 5.101516, -5.626973)
H (-4.576438, 6.847456, -5.350563)
H (-5.713208, 6.217996, -6.558823)
H (-6.941108, 5.186806, -4.560333)
H (-6.859718, 6.938316, -4.407863)
H (-6.400608, 6.015956, -2.296263)
H (-4.834118, 6.689546, -2.787323)
C (1.006172, -2.226894, 8.493377)
C (-0.017538, -3.374004, 8.482827)
C (0.353452, -4.351994, 7.324617)
C (0.410332, -3.797614, 5.984747)
N (0.422822, -3.405314, 4.899437)
H (1.127612, -1.732064, 7.529797)
H (1.976562, -2.543014, 8.876147)
H (0.616592, -1.388094, 9.070197)
H (-1.016308, -3.004704, 8.250077)
H (-0.071848, -3.944794, 9.409847)
H (-0.312138, -5.202704, 7.178357)
H (1.403262, -4.625084, 7.431447)
C (-7.607608, -7.117814, 3.861347)
C (-6.432188, -6.423084, 3.129887)
C (-6.735218, -5.694174, 1.851537)
C (-5.674568, -4.788494, 1.359867)
N (-4.770038, -4.119524, 1.019167)
H (-7.927528, -8.008754, 3.320987)
H (-8.471888, -6.458274, 3.783157)
H (-7.397528, -7.410974, 4.889947)
H (-5.605538, -7.092294, 2.891317)
H (-5.947748, -5.693034, 3.778297)
H (-7.596678, -5.027254, 1.886197)
H (-6.957808, -6.390634, 1.043147)
C (-4.536788, 7.700686, 4.653707)
C (-4.259068, 6.315216, 4.171017)
C (-3.369348, 5.405036, 5.074367)
C (-3.209078, 4.073136, 4.562627)
N (-3.014078, 3.035166, 4.120477)
H (-3.646638, 8.299716, 4.461607)
H (-4.896188, 7.797566, 5.678177)
H (-5.253568, 8.244746, 4.038617)
H (-3.837678, 6.395646, 3.168987)
H (-5.183198, 5.784096, 3.942977)
H (-3.676458, 5.288476, 6.113697)
H (-2.386318, 5.875896, 5.067697)

Forces on the atoms, in the same order (eV/Å):
Pb 0.46 0.66 -0.37
C -0.43 -1.17 -0.73
C 2.45 1.31 -0.45
C -0.35 -0.83 0.70
C -1.27 -0.01 -0.17
C 0.78 -0.72 -0.01
C 0.19 2.25 0.20
N -2.54 -4.25 1.82
O 1.92 3.69 -3.30
C 0.39 -0.83 0.74
C 0.54 -1.02 -0.35
C 0.06 0.51 1.24
H -0.33 0.37 0.53
H 0.11 0.65 0.01
H 0.01 0.29 -0.13
H 0.06 -1.09 0.25
H -0.97 0.27 0.31
H -0.12 -0.13 -0.10
H 0.07 0.18 0.17
H -0.11 0.45 0.17
H -0.46 0.40 -0.32
H 0.20 0.16 0.29
H -0.31 0.38 0.44
H -0.21 -0.21 -0.20
H 0.38 -0.04 0.25
H 0.15 0.17 -0.20
H 0.42 -0.13 0.13
H -0.17 -0.08 -0.18
H -0.68 0.15 -0.10
H 0.04 -0.52 -0.63
B -0.46 -0.15 0.04
H 3.16 -3.74 -0.08
H -3.08 -0.45 -3.24
H -2.18 0.09 4.00
H 2.30 3.48 -0.64
C -0.14 -0.65 -0.94
C -1.20 0.39 0.62
C 0.05 0.23 -0.76
C -0.19 -0.68 0.12
N 1.56 0.49 0.25
H 0.15 0.12 0.57
H -0.04 0.29 0.40
H 0.26 0.07 -0.34
H -0.16 0.07 -0.44
H -0.07 0.08 0.10
H -0.29 -0.41 -0.31
H 0.04 -0.01 0.71
C 1.16 -0.39 -0.30
C 0.02 -0.19 0.78
C -1.20 -0.80 -0.73
C -0.09 1.19 -0.71
N -0.08 -0.22 0.05
H 0.43 0.05 0.09
H 0.24 -0.06 -0.31
H -0.49 0.30 0.25
H -0.16 0.00 0.35
H -0.08 0.01 0.32
H 0.20 0.19 0.35
H 0.04 -0.13 -0.13
C -0.73 0.42 0.40
C 0.25 -0.10 -1.71
C 0.46 0.23 0.04
C -0.58 1.13 -1.16
N 0.09 -0.23 0.65
H 0.10 -0.57 -0.36
H -0.04 0.08 -0.01
H 0.18 -0.18 0.58
H -0.04 0.17 0.24
H 0.17 0.15 0.00
H 0.19 -0.29 0.70
H -0.05 -0.79 0.57
C 0.07 0.29 -1.36
C 0.97 0.02 1.09
C -0.69 0.76 -1.36
C 2.77 1.05 -0.46
N -2.56 -1.70 0.85
H 0.18 -0.19 -0.02
H -0.06 0.12 0.53
H 0.09 0.29 -0.12
H -0.14 -0.43 0.15
H -0.22 0.05 0.36
H -0.38 -0.17 0.43
H 0.00 -0.08 -0.11
C 0.28 1.14 -0.08
C -0.82 -1.42 -0.43
C 0.06 1.39 -0.32
C 0.25 -0.35 -0.57
N -0.11 -0.42 -0.04
H 0.27 0.13 0.73
H 0.29 -0.13 0.08
H -0.37 -0.46 -0.18
H 0.55 -0.15 0.11
H -0.27 -0.11 0.39
H -0.34 0.47 0.00
H 0.22 -0.13 0.29

Output
* Kohn-Sham gap: 2.877 eV
* 2S+1: 1
* net charge: 0
* M: 723.828 g mol⁻¹
* calculated total energy: -1760.11210 Eh
* E_HOMO: -0.227 Eh

Löwdin atomic charge list, values in e, 4 entries: 0.871, -0.038, -0.448, -0.128